Record 1
# C17H47FGaN3O4P

C17H47FGaN3O4P as an isolated structure at a distorted geometry (ωB97M-V/def2-TZVPD, the Open Molecules 2025 dataset).

Geometry (Å):
C1 -4.40 -0.43 -4.48
P1 -4.93 1.27 -3.78
C2 -4.73 2.47 -5.30
Ga1 -7.26 1.32 -3.31
F1 -8.01 2.75 -4.40
C3 -8.20 -0.46 -3.92
C4 -8.88 -0.13 -5.37
C5 -10.33 0.66 -5.25
O1 -10.77 0.87 -3.85
H1 -4.16 -0.35 -5.64
H2 -3.42 -0.76 -3.91
H3 -5.19 -1.29 -4.36
H4 -4.98 3.55 -4.90
H5 -5.59 2.14 -6.06
H6 -3.67 2.38 -5.80
H7 -7.52 1.58 -1.72
H8 -8.95 -0.84 -3.10
H9 -7.35 -1.26 -4.06
H10 -8.96 -1.15 -5.98
H11 -8.15 0.64 -5.93
H12 -11.11 0.03 -5.86
H13 -10.28 1.73 -5.74
H14 -11.04 0.00 -3.41
C6 0.36 1.87 -0.21
C7 -0.93 1.93 -1.02
C8 -2.20 1.64 -0.19
O2 -2.40 0.25 0.10
C9 -1.67 -0.23 1.22
N1 -0.81 1.01 -2.17
H15 0.67 0.85 0.02
H16 1.19 2.32 -0.77
H17 0.26 2.42 0.73
H18 -1.02 2.95 -1.41
H19 -3.07 1.94 -0.78
H20 -2.22 2.24 0.73
H21 -1.57 0.53 2.01
H22 -0.69 -0.58 0.90
H23 -2.20 -1.08 1.64
H24 -1.64 1.12 -2.76
H25 -0.91 0.06 -1.80
C10 5.29 1.22 3.53
C11 4.28 2.33 3.27
C12 3.11 1.91 2.35
O3 3.45 1.85 0.96
C13 4.08 0.64 0.57
N2 4.98 3.51 2.74
H26 5.94 1.04 2.67
H27 5.94 1.48 4.37
H28 4.78 0.28 3.78
H29 3.84 2.61 4.24
H30 2.32 2.67 2.43
H31 2.66 0.96 2.68
H32 3.70 -0.23 1.11
H33 5.16 0.73 0.69
H34 3.88 0.49 -0.50
H35 4.32 4.28 2.66
H36 5.23 3.30 1.77
C14 6.91 -5.34 4.22
C15 6.14 -4.26 4.99
C16 5.66 -3.09 4.10
O4 6.69 -2.16 3.74
C17 7.48 -2.56 2.64
N3 6.98 -3.78 6.10
H37 7.93 -5.02 3.96
H38 7.00 -6.24 4.83
H39 6.39 -5.61 3.30
H40 5.25 -4.74 5.41
H41 4.92 -2.52 4.67
H42 5.14 -3.46 3.20
H43 6.91 -3.10 1.89
H44 8.33 -3.15 2.98
H45 7.89 -1.65 2.17
H46 6.42 -3.13 6.66
H47 7.71 -3.19 5.70

Total energy = -95431.7160 eV
Total charge = -1
HOMO-LUMO gap = 5.5 eV
Strongest force on any atom = 2.6 eV Å⁻¹

=====

Record 2
# C17H47N2O13Y

C17H47N2O13Y as an isolated structure at a distorted geometry (ωB97M-V/def2-TZVPD, the Open Molecules 2025 dataset).

Geometry (Å):
Y1 0.34 1.59 3.85
O1 -0.74 0.95 -0.13
C1 -0.41 1.23 1.10
O2 -0.95 0.71 2.12
O3 0.58 1.96 1.41
H1 -0.38 1.77 -0.58
C2 1.53 -2.89 4.18
C3 0.75 -1.65 3.83
C4 -0.49 -1.65 4.73
O4 -1.12 -0.40 4.82
C5 -2.32 -0.44 5.63
N1 1.55 -0.38 3.97
H2 1.60 -3.10 5.25
H3 2.54 -2.84 3.78
H4 0.99 -3.78 3.85
H5 0.50 -1.62 2.77
H6 -0.21 -1.98 5.74
H7 -1.15 -2.44 4.36
H8 -2.90 -1.36 5.59
H9 -2.87 0.47 5.40
H10 -2.06 -0.36 6.69
H11 2.25 -0.68 3.27
H12 2.10 -0.37 4.84
C6 -2.71 -3.79 -2.58
C7 -2.63 -2.57 -1.64
C8 -1.65 -2.58 -0.52
O5 -1.76 -3.72 0.30
C9 -0.53 -4.06 0.86
N2 -2.57 -1.28 -2.37
H13 -2.91 -4.66 -1.96
H14 -1.69 -3.96 -2.96
H15 -3.41 -3.68 -3.40
H16 -3.65 -2.54 -1.22
H17 -1.70 -1.64 0.04
H18 -0.65 -2.45 -0.96
H19 -0.53 -4.96 1.47
H20 -0.30 -3.23 1.56
H21 0.32 -4.13 0.17
H22 -2.31 -0.48 -1.80
H23 -3.51 -1.01 -2.63
C10 -3.42 2.23 -1.80
C11 -3.23 3.34 -2.78
O6 -2.28 4.30 -2.26
O7 -4.31 1.23 -2.39
H24 -3.86 2.47 -0.83
H25 -2.50 1.66 -1.61
H26 -4.17 3.83 -3.03
H27 -2.78 2.92 -3.68
H28 -2.20 4.99 -2.93
H29 -5.15 1.34 -1.93
C12 2.25 -1.50 -4.15
C13 0.97 -0.93 -3.65
O8 1.10 -0.20 -2.44
O9 2.89 -2.29 -3.15
H30 3.02 -0.80 -4.50
H31 1.99 -2.06 -5.05
H32 0.26 -1.75 -3.46
H33 0.40 -0.38 -4.42
H34 0.24 0.14 -2.17
H35 2.79 -1.85 -2.31
C14 1.26 5.42 -2.21
C15 0.88 4.26 -1.28
O10 0.24 3.14 -1.91
O11 0.26 5.63 -3.20
H36 2.18 5.21 -2.74
H37 1.42 6.32 -1.61
H38 0.12 4.63 -0.57
H39 1.73 3.96 -0.66
H40 -0.63 3.46 -2.17
H41 -0.56 5.69 -2.69
C16 4.20 1.03 0.56
C17 4.92 0.23 1.65
O12 4.28 -1.00 1.92
O13 4.25 0.57 -0.77
H42 4.69 2.01 0.58
H43 3.17 1.19 0.88
H44 4.98 0.84 2.55
H45 5.94 0.10 1.27
H46 4.32 -1.53 1.11
H47 3.42 0.13 -0.99

Total energy = -49014.2896 eV
Total charge = +2
HOMO-LUMO gap = 3.8 eV
Strongest force on any atom = 4.8 eV Å⁻¹

=====

Record 3
# C17H48FIN7O5P3S

A 3-piece molecular cluster, C17H48FIN7O5P3S overall at a distorted geometry (ωB97M-V/def2-TZVPD, the Open Molecules 2025 dataset).

Geometry (Å):
C1 -2.30 -1.53 -2.12
C2 -1.20 -1.99 -1.11
F1 0.03 -1.40 -1.48
N1 -1.46 -1.64 0.29
C3 -1.74 -2.82 1.12
I1 -2.92 -2.18 2.86
C4 -0.46 -3.54 1.69
O1 0.77 -2.85 1.41
C5 1.81 -3.82 1.58
P1 3.39 -3.08 2.23
O2 3.87 -1.73 1.33
O3 4.62 -4.21 1.97
S1 3.30 -2.58 4.11
H1 -2.93 -2.37 -2.51
H2 -2.95 -0.70 -1.73
H3 -1.76 -1.12 -3.02
H4 -1.10 -3.11 -1.16
H5 -2.31 -1.08 0.32
H6 -2.34 -3.60 0.57
H7 -0.51 -3.68 2.81
H8 -0.40 -4.56 1.22
H9 1.51 -4.65 2.27
H10 2.04 -4.31 0.59
H11 4.77 -1.49 1.60
H12 5.02 -4.44 2.82
C6 -4.20 1.38 -7.09
N2 -2.79 1.10 -6.90
C7 -2.08 2.27 -6.39
P2 -1.88 -0.33 -7.06
O4 -1.84 -0.64 -5.55
N3 -2.80 -1.75 -7.45
C8 -4.12 -1.79 -8.03
C9 -2.67 -2.87 -6.52
N4 -1.70 -0.03 -8.78
C10 -2.31 0.96 -9.63
C11 -1.05 -1.10 -9.55
H13 -4.34 2.19 -7.81
H14 -4.68 1.68 -6.15
H15 -4.77 0.54 -7.48
H16 -1.39 2.66 -7.15
H17 -1.49 2.01 -5.50
H18 -2.75 3.08 -6.10
H19 -4.90 -1.58 -7.28
H20 -4.33 -2.78 -8.44
H21 -4.23 -1.11 -8.87
H22 -3.30 -2.73 -5.63
H23 -1.64 -3.01 -6.20
H24 -2.97 -3.81 -7.00
H25 -3.37 0.74 -9.83
H26 -1.81 1.02 -10.60
H27 -2.23 1.97 -9.21
H28 -1.79 -1.79 -9.96
H29 -0.36 -1.66 -8.92
H30 -0.46 -0.69 -10.37
C12 2.40 2.61 9.46
N5 1.49 2.88 8.38
C13 0.10 2.88 8.83
P3 1.75 3.27 6.73
O5 1.50 4.77 6.91
N6 3.40 3.47 6.26
C14 4.56 2.97 6.97
C15 3.75 4.75 5.66
N7 1.89 1.56 6.34
C16 1.96 0.41 7.20
C17 2.28 1.25 4.96
H31 2.20 1.63 9.91
H32 2.32 3.37 10.25
H33 3.45 2.58 9.17
H34 -0.44 2.02 8.42
H35 -0.41 3.79 8.50
H36 0.02 2.84 9.91
H37 4.81 3.59 7.84
H38 5.44 2.97 6.31
H39 4.46 1.93 7.28
H40 3.90 5.53 6.43
H41 2.98 5.09 4.97
H42 4.68 4.68 5.08
H43 2.93 0.32 7.70
H44 1.82 -0.52 6.63
H45 1.17 0.40 7.95
H46 3.36 1.15 4.87
H47 1.95 2.04 4.28
H48 1.81 0.33 4.61

Total energy = -88591.0758 eV
SMILES = C[C@@H](F)N[C@H](I)COCP(O)(O)=S.CN(C)P(=O)(N(C)C)N(C)C.CN(C)P(=O)(N(C)C)N(C)C
HOMO-LUMO gap = 7.0 eV
Strongest force on any atom = 7.3 eV Å⁻¹

=====

Record 4
# C17H48NO11S

A 8-piece molecular cluster, C17H48NO11S overall at a distorted geometry (ωB97M-V/def2-TZVPD, the Open Molecules 2025 dataset).

Geometry (Å):
C1 -5.87 -1.82 -0.65
S1 -4.44 -2.75 0.13
O1 -4.97 -4.20 0.41
O2 -3.25 -2.95 -0.88
N1 -3.90 -2.13 1.67
C2 -3.82 -0.62 1.71
C3 -3.24 0.09 0.36
O3 -4.00 1.10 -0.15
O4 -2.00 -0.23 -0.35
H1 -5.97 -0.77 -0.13
H2 -6.90 -2.39 -0.50
H3 -5.61 -1.68 -1.81
H4 -4.66 -2.38 2.36
H5 -4.84 -0.13 2.03
H6 -3.04 -0.36 2.58
C4 1.70 0.71 -1.25
C5 2.05 -0.37 -0.25
O5 1.23 -0.25 0.90
H7 1.83 1.70 -0.82
H8 2.33 0.63 -2.15
H9 0.65 0.63 -1.55
H10 3.10 -0.28 0.06
H11 1.91 -1.37 -0.68
H12 0.31 -0.34 0.61
C6 -0.99 -6.19 -1.02
C7 0.38 -5.68 -1.41
O6 0.26 -4.69 -2.43
H13 -1.51 -6.62 -1.89
H14 -0.92 -6.95 -0.24
H15 -1.62 -5.37 -0.65
H16 0.99 -6.50 -1.80
H17 0.89 -5.24 -0.55
H18 -0.28 -3.97 -2.07
C8 -8.84 1.24 2.94
C9 -7.35 1.50 2.95
O7 -6.72 0.77 1.91
H19 -9.05 0.17 3.07
H20 -9.35 1.79 3.74
H21 -9.28 1.54 1.98
H22 -6.92 1.18 3.91
H23 -7.14 2.57 2.82
H24 -7.11 1.07 1.07
C10 4.15 -8.14 -2.09
C11 4.58 -6.80 -1.55
O8 4.45 -5.80 -2.55
H25 4.75 -8.42 -2.96
H26 4.25 -8.92 -1.33
H27 3.10 -8.11 -2.42
H28 5.63 -6.83 -1.24
H29 3.97 -6.51 -0.69
H30 3.51 -5.78 -2.82
C12 -1.52 3.38 2.24
C13 -0.79 2.73 3.39
O9 -1.14 1.35 3.47
H31 -2.60 3.29 2.37
H32 -1.26 4.44 2.17
H33 -1.26 2.89 1.29
H34 -1.06 3.20 4.34
H35 0.30 2.80 3.27
H36 -0.88 0.94 2.63
C14 5.23 4.17 -2.63
C15 4.32 2.99 -2.91
O10 2.96 3.40 -2.83
H37 5.02 4.58 -1.63
H38 6.28 3.87 -2.68
H39 5.05 4.98 -3.35
H40 4.48 2.20 -2.18
H41 4.50 2.58 -3.91
H42 2.82 4.10 -3.49
C16 6.41 8.06 1.11
C17 5.95 6.92 0.23
O11 6.56 7.02 -1.05
H43 6.16 9.02 0.66
H44 5.95 8.00 2.10
H45 7.50 8.04 1.23
H46 4.87 6.95 0.10
H47 6.22 5.95 0.67
H48 7.52 6.98 -0.92

Total energy = -53250.6876 eV
Total charge = -1
HOMO-LUMO gap = 6.9 eV
Strongest force on any atom = 8.2 eV Å⁻¹

=====

Results for E_HOMO: -0.137; -0.470; -0.279; -0.176 (in Eh, following the order of the records).